(1)
This record from the Open Molecules 2025 dataset describes a single C5H8N2 molecule. The level of theory is the ωB97M-V functional and the def2-TZVPD basis.

Each line ends with the Mulliken charge.
CARTESIAN COORDINATES (ANGSTROEM)
H: -0.615 0.122 1.976  0.311
H: 2.602 -0.977 -0.872  0.304
C: 0.567 -0.378 -0.697  0.733
N: -0.324 1.300 0.320  0.214
H: 1.549 -1.570 -2.186  0.304
C: -0.551 1.201 1.765  -0.791
H: -1.495 1.672 2.041  0.318
H: 0.284 1.635 2.311  0.268
C: 1.608 -1.361 -1.115  -1.043
C: -0.846 -0.437 -0.965  -0.478
C: -1.352 0.652 -0.347  -0.456
H: 1.458 -2.304 -0.578  0.248
H: -2.364 1.019 -0.236  0.399
H: -1.387 -1.220 -1.474  0.373
N: 0.866 0.645 0.055  -0.704

Atomic forces in eV per Å
H 0.03 0.25 0.34
H -0.15 -0.06 -0.05
C 0.10 0.00 0.01
N -0.18 -0.07 -0.02
H 0.06 0.00 0.10
C -0.06 0.13 0.32
H 0.13 0.10 -0.03
H -0.09 0.06 -0.07
C 0.06 -0.03 -0.07
C -0.05 0.07 -0.13
C 0.00 -0.17 0.02
H 0.04 0.11 -0.12
H 0.12 -0.17 0.01
H 0.09 0.18 -0.23
N -0.09 -0.41 -0.08

lowest unoccupied orbital energy	1.060	eV
gap between HOMO and LUMO	10.43	eV
energy above the lowest of the compared OMol25 structures with the same formula, charge and spin	1.196	eV
SMILES string	Cc1ccn(C)n1
2S+1	1
E	-304.79155	hartree

(2)
This record from the Open Molecules 2025 dataset describes a single C7H14 molecule. The level of theory is the ωB97M-V functional and the def2-TZVPD basis.

Each line ends with the Mulliken charge.
CARTESIAN COORDINATES (ANGSTROEM)
H: -3.337 -0.666 0.063  0.402
H: 2.890 -1.180 -0.364  0.245
H: 0.260 -1.126 -0.858  0.313
C: -2.343 -1.035 -0.217  -1.563
H: -2.290 -1.049 -1.313  0.350
H: -1.422 -0.050 1.446  0.161
H: -0.952 1.262 -1.279  0.287
H: 3.492 -0.069 0.951  0.255
H: 0.143 -1.739 0.787  0.304
H: 1.729 0.744 -1.480  0.245
H: 1.178 0.542 1.565  0.430
H: -2.256 -2.069 0.136  0.379
C: -1.312 1.258 -0.243  -1.386
C: 2.029 0.876 -0.442  -0.640
C: 1.297 0.066 0.592  -0.039
C: 2.712 -0.285 0.226  -0.644
C: 0.133 -0.814 0.191  -0.958
C: -1.242 -0.147 0.364  0.840
H: -2.347 1.621 -0.249  0.429
H: 2.345 1.885 -0.196  0.263
H: -0.707 1.975 0.321  0.328

Atomic forces in eV per Å
H 0.14 -0.05 -0.06
H -0.09 0.14 0.09
H -0.01 0.09 0.11
C -0.04 -0.04 -0.01
H 0.02 -0.01 0.15
H 0.02 -0.01 -0.13
H -0.07 -0.05 0.12
H -0.14 -0.04 -0.13
H 0.01 0.13 -0.09
H 0.02 0.02 0.18
H 0.03 -0.05 -0.14
H -0.01 0.14 -0.03
C 0.02 0.04 -0.02
C -0.03 0.17 -0.11
C -0.11 0.03 0.09
C 0.13 -0.13 0.05
C 0.03 -0.03 -0.03
C -0.01 0.00 0.04
H 0.15 -0.05 0.03
H -0.02 -0.17 -0.01
H -0.05 -0.11 -0.11

lowest unoccupied orbital energy	1.229	eV
gap between HOMO and LUMO	11.32	eV
energy above the lowest of the compared OMol25 structures with the same formula, charge and spin	0.809	eV
SMILES string	CC(C)CC1CC1
2S+1	1
E	-275.08653	hartree

(3)
This record from the Open Molecules 2025 dataset describes a single C4H9NO2 molecule. The level of theory is the ωB97M-V functional and the def2-TZVPD basis.

Each line ends with the Mulliken charge.
CARTESIAN COORDINATES (ANGSTROEM)
H: -2.647 -0.288 0.367  0.337
H: 3.286 0.834 0.051  0.384
C: 0.105 -0.117 0.885  -0.990
H: -2.490 -0.794 -1.320  0.349
H: -1.924 -1.870 -0.017  0.382
H: 0.056 1.566 -0.879  0.440
H: -0.200 0.752 1.473  0.330
H: 1.845 -1.016 0.463  0.297
H: 0.056 -0.906 -1.062  0.134
H: -0.095 -1.025 1.466  0.344
N: 1.547 -0.075 0.702  -0.203
O: 1.658 1.959 -0.367  -0.599
C: 2.193 0.952 0.079  0.100
C: -0.619 -0.204 -0.458  0.705
O: -0.768 1.061 -1.040  -0.579
C: -2.003 -0.827 -0.341  -1.429

Atomic forces in eV per Å
H 0.27 -0.01 -0.12
H -0.06 -0.15 -0.13
C -0.25 0.04 0.03
H 0.06 -0.05 0.13
H -0.07 0.09 -0.06
H -0.29 -0.07 -0.10
H -0.17 -0.03 -0.14
H 0.85 0.41 0.31
H -0.86 0.76 0.19
H -0.01 0.24 -0.01
N 0.09 -0.49 -0.21
O 0.44 -0.35 0.56
C -0.22 0.26 -0.16
C 0.11 -0.60 0.00
O 0.09 0.02 -0.24
C 0.02 -0.08 -0.04

lowest unoccupied orbital energy	0.748	eV
gap between HOMO and LUMO	10.57	eV
energy above the lowest of the compared OMol25 structures with the same formula, charge and spin	1.038	eV
SMILES string	C[C@@H](O)CNC=O
2S+1	1
E	-363.04739	hartree

(4)
This record from the Open Molecules 2025 dataset describes 2 unconnected molecules or ions with the total composition C2H4BrNO2. The level of theory is the ωB97M-V functional and the def2-TZVPD basis.

Each line ends with the Mulliken charge.
CARTESIAN COORDINATES (ANGSTROEM)
N: 0.145 -1.779 1.179  -0.207
H: -1.331 -2.970 0.245  0.292
C: -1.044 -2.509 1.269  0.288
H: -0.459 1.357 0.402  0.351
O: -0.175 -0.508 -0.601  -0.360
H: 1.183 0.891 -0.168  0.393
C: 0.143 0.711 -0.321  -0.714
O: -1.783 -2.467 2.224  -0.451
H: 0.217 1.419 -1.241  0.296
Br: 0.830 -0.695 2.369  0.113

Atomic forces in eV per Å
N 0.85 -0.14 -3.09
H 0.77 0.39 1.58
C -1.85 1.87 -0.83
H 0.23 -1.07 -0.58
O -1.06 -3.02 0.64
H 1.64 -0.20 1.05
C -0.09 3.75 0.31
O 0.62 -0.87 -0.29
H -0.83 -1.29 0.34
Br -0.30 0.57 0.85

lowest unoccupied orbital energy (alpha / beta)	-2.921 / -2.918	eV
gap between HOMO and LUMO (alpha / beta)	6.74 / 6.74	eV
energy above the lowest of the compared OMol25 structures with the same formula, charge and spin	6.203	eV
2S+1	1
E	-2857.63191	hartree

(5)
This record from the Open Molecules 2025 dataset describes a gas-phase ion, C3H4ClN3 (charge +2). The level of theory is the ωB97M-V functional and the def2-TZVPD basis.

Each line ends with the Mulliken charge.
CARTESIAN COORDINATES (ANGSTROEM)
H: -1.993 -0.002 1.994  0.406
H: -1.948 -0.655 -0.705  0.422
N: 0.202 -0.089 -0.416  0.036
H: 0.335 -0.708 -2.478  0.325
C: -1.165 -0.208 -0.010  0.006
H: 1.922 -0.128 -1.685  0.231
Cl: 2.438 0.810 0.968  0.063
N: -0.135 0.650 1.742  -0.415
C: 0.837 0.561 0.910  0.526
N: -1.271 0.225 1.197  0.245
C: 0.777 -0.457 -1.516  0.154

Atomic forces in eV per Å
H 0.64 0.77 -2.33
H 0.88 0.65 1.26
N -0.58 0.47 1.71
H -0.85 -0.76 0.38
C -0.85 -1.14 -2.01
H -2.32 -1.17 0.97
Cl 0.17 0.29 0.22
N 3.15 1.14 0.37
C -1.47 -1.19 -0.94
N -1.77 -1.84 1.12
C 3.00 2.78 -0.76

lowest unoccupied orbital energy	-12.567	eV
gap between HOMO and LUMO	8.15	eV
energy above the lowest of the compared OMol25 structures with the same formula, charge and spin	0.621	eV
SMILES string	C=[N+]1C=[NH+]N=C1Cl
2S+1	1
E	-740.32859	hartree
net charge	+2

Repeat the fifth record exactly.
This record from the Open Molecules 2025 dataset describes a gas-phase ion, C3H4ClN3 (charge +2). The level of theory is the ωB97M-V functional and the def2-TZVPD basis.

Each line ends with the Mulliken charge.
CARTESIAN COORDINATES (ANGSTROEM)
H: -1.993 -0.002 1.994  0.406
H: -1.948 -0.655 -0.705  0.422
N: 0.202 -0.089 -0.416  0.036
H: 0.335 -0.708 -2.478  0.325
C: -1.165 -0.208 -0.010  0.006
H: 1.922 -0.128 -1.685  0.231
Cl: 2.438 0.810 0.968  0.063
N: -0.135 0.650 1.742  -0.415
C: 0.837 0.561 0.910  0.526
N: -1.271 0.225 1.197  0.245
C: 0.777 -0.457 -1.516  0.154

Atomic forces in eV per Å
H 0.64 0.77 -2.33
H 0.88 0.65 1.26
N -0.58 0.47 1.71
H -0.85 -0.76 0.38
C -0.85 -1.14 -2.01
H -2.32 -1.17 0.97
Cl 0.17 0.29 0.22
N 3.15 1.14 0.37
C -1.47 -1.19 -0.94
N -1.77 -1.84 1.12
C 3.00 2.78 -0.76

lowest unoccupied orbital energy	-12.567	eV
gap between HOMO and LUMO	8.15	eV
energy above the lowest of the compared OMol25 structures with the same formula, charge and spin	0.621	eV
SMILES string	C=[N+]1C=[NH+]N=C1Cl
2S+1	1
E	-740.32859	hartree
net charge	+2

Which of these has the lowest E? C2H4BrNO2

energy above the lowest of the compared OMol25 structures with the same formula, charge and spin of number 3 (C4H9NO2)? 1.038 eV

What is the energy above the lowest of the compared OMol25 structures with the same formula, charge and spin in the second record? 0.809 eV